Record 1
{
  "formula": "C3H5N2O2",
  "method": "the ωB97M-V functional and the def2-TZVPD basis",
  "homo_ev": -14.78,
  "total_charge": 1,
  "smiles": "C/C(=C/[NH+]=O)N=O",
  "lumo_ev": -7.28,
  "gap_ev": 7.501,
  "elements": ["C", "C", "C", "N", "O", "N", "O", "H", "H", "H", "H", "H"],
  "positions_angstrom": [[0.62, -0.53, 0.98], [-0.68, 0.18, 0.64], [-1.11, 0.03, -0.75], [-2.15, 0.71, -1.14], [-2.77, 1.52, -0.40], [-1.33, 0.89, 1.46], [-1.78, 1.42, 2.43], [0.38, -1.34, 1.62], [1.25, 0.13, 1.53], [1.14, -0.62, -0.03], [-0.56, -0.46, -1.46], [-2.23, 0.83, -2.12]]
}

***

Record 2
{
  "formula": "C3H5N2OS",
  "method": "the ωB97M-V functional and the def2-TZVPD basis",
  "homo_ev": [-10.99, -14.54],
  "multiplicity": 3,
  "total_charge": 1,
  "lumo_ev": [-3.59, -7.49],
  "gap_ev": [7.398, 7.057],
  "elements": ["C", "C", "C", "N", "N", "O", "S", "H", "H", "H", "H", "H"],
  "positions_angstrom": [[-0.10, 0.18, -0.38], [-0.45, 1.99, -1.59], [0.07, 1.31, 0.53], [-0.18, 0.65, -1.57], [0.05, -1.07, 0.04], [-0.35, 2.43, -0.14], [-0.72, 3.01, -2.84], [-0.35, 1.26, 1.44], [1.28, 1.26, 0.61], [-0.31, 0.15, -2.39], [-0.04, -1.33, 1.00], [0.08, -1.83, -0.59]]
}

***

Record 3
{
  "formula": "C3H5N2PS",
  "method": "the ωB97M-V functional and the def2-TZVPD basis",
  "homo_ev": [-7.93, -7.93],
  "lumo_ev": [0.11, 0.11],
  "gap_ev": [8.038, 8.039],
  "elements": ["C", "C", "C", "N", "N", "P", "S", "H", "H", "H", "H", "H"],
  "positions_angstrom": [[1.00, 1.14, 0.28], [-1.44, -0.65, -0.07], [2.39, 0.76, 0.31], [-0.02, 1.61, -0.03], [-1.20, 1.93, -0.16], [-2.08, -2.26, 0.18], [-2.37, 0.68, -0.10], [2.65, 0.38, 1.30], [2.59, -0.02, -0.43], [3.01, 1.63, 0.09], [-1.28, -2.85, -0.80], [-3.26, -2.35, -0.56]]
}

***

Record 4
{
  "formula": "C3H5N3",
  "method": "the ωB97M-V functional and the def2-TZVPD basis",
  "homo_ev": -9.99,
  "smiles": "CN=C=N.C#N",
  "lumo_ev": 0.93,
  "gap_ev": 10.915,
  "elements": ["C", "N", "C", "N", "H", "H", "H", "H", "C", "N", "H"],
  "positions_angstrom": [[-1.87, -0.29, -0.01], [-0.78, 0.32, -0.74], [0.16, 0.96, -0.32], [1.22, 1.52, -0.01], [-2.62, -0.63, -0.72], [-1.51, -1.16, 0.56], [-2.33, 0.42, 0.68], [1.16, 2.53, 0.05], [2.22, -1.24, 0.21], [1.37, -2.02, 0.27], [2.98, -0.49, 0.15]]
}

***

Record 5
{
  "formula": "C3H5N3",
  "method": "the ωB97M-V functional and the def2-TZVPD basis",
  "homo_ev": -9.29,
  "lumo_ev": 0.69,
  "gap_ev": 9.978,
  "elements": ["C", "C", "C", "N", "N", "N", "H", "H", "H", "H", "H"],
  "positions_angstrom": [[-1.86, 0.04, 0.04], [-0.44, 0.38, -0.14], [0.56, 1.06, -0.41], [2.22, -0.29, -0.15], [1.53, -1.23, 0.33], [0.41, -1.51, 0.45], [-2.15, -0.77, -0.63], [-2.50, 0.91, -0.16], [-2.04, -0.31, 1.06], [1.17, 1.87, -0.73], [3.09, -0.15, 0.35]]
}

***

Record 6
{
  "formula": "C3H5N3",
  "method": "the ωB97M-V functional and the def2-TZVPD basis",
  "homo_ev": -9.76,
  "smiles": "Cn1ccnn1",
  "lumo_ev": 0.85,
  "gap_ev": 10.611,
  "elements": ["C", "N", "C", "C", "N", "N", "H", "H", "H", "H", "H"],
  "positions_angstrom": [[-1.66, -0.09, 0.06], [-0.23, -0.20, -0.10], [0.71, 0.76, 0.03], [1.90, 0.09, -0.03], [1.63, -1.24, -0.20], [0.34, -1.40, -0.23], [-2.16, -0.66, -0.73], [-1.95, -0.49, 1.04], [-1.94, 0.96, 0.00], [0.45, 1.81, 0.12], [2.91, 0.46, 0.04]]
}

***

Record 7
{
  "formula": "C3H5N3",
  "method": "the ωB97M-V functional and the def2-TZVPD basis",
  "homo_ev": [-8.23, -8.23],
  "lumo_ev": [0.61, 0.61],
  "gap_ev": [8.844, 8.843],
  "elements": ["C", "N", "C", "C", "N", "N", "H", "H", "H", "H", "H"],
  "positions_angstrom": [[0.50, -0.67, 1.49], [0.23, 0.18, 0.30], [-0.57, -0.55, -0.79], [-0.88, 0.37, -1.66], [-0.84, 1.59, -1.83], [0.59, 1.32, 0.24], [1.37, -0.23, 1.97], [-0.37, -0.61, 2.15], [0.69, -1.70, 1.19], [-0.72, -1.62, -0.75], [-0.01, 1.93, -2.31]]
}

***

Record 8
{
  "formula": "C3H5N3",
  "method": "the ωB97M-V functional and the def2-TZVPD basis",
  "homo_ev": -9.36,
  "smiles": "Cn1ccnn1",
  "lumo_ev": 0.86,
  "gap_ev": 10.220,
  "elements": ["C", "N", "C", "C", "N", "N", "H", "H", "H", "H", "H"],
  "positions_angstrom": [[1.58, -0.21, -0.02], [0.23, -0.10, 0.02], [-0.65, 0.79, -0.13], [-1.98, 0.19, -0.02], [-1.61, -1.05, 0.02], [-0.31, -1.32, -0.04], [2.09, -1.08, -0.66], [2.09, -0.29, 0.99], [1.86, 0.68, -0.39], [-0.23, 1.91, 0.22], [-3.07, 0.48, 0.01]]
}

***

no.,largest force on an atom (eV/A)
1,4.16
2,4.98
3,2.82
4,1.14
5,1.06
6,0.19
7,0.80
8,9.01